ORCA calculation (ωB97M-V/def2-TZVPD) on the molecule C3H4N2OS.

Kohn-Sham gap = 10.3 eV
E_LUMO = 0.5692 eV
HOMO level = -9.7 eV

Geometry as ORCA input:
```
! wB97M-V def2-TZVPD RIJCOSX def2/J DEFGRID3
* xyz 0 1
C -1.0053 -1.0421 0.8246
C 0.9954 0.4680 -0.6982
C -0.2856 1.2459 -0.6816
H 0.7897 -2.0072 1.2567
H 1.8759 0.7127 -1.3871
H -0.3158 2.0170 -1.4852
H -0.2827 1.8930 0.2505
N 0.3870 -1.0903 0.9205
N 1.2580 -0.5401 -0.0179
O -1.7406 -1.7499 1.4712
S -1.6760 0.0929 -0.4535
*
```

Atom charges from the natural (NBO) analysis, given in e for atoms 1 to 6:
1. C 0.537
2. C 0.056
3. C -0.632
4. H 0.415
5. H 0.209
6. H 0.264

---

ORCA calculation (ωB97M-V/def2-TZVPD) on a structure of composition C23H25AsCl3F3GeInN3O5S.

Kohn-Sham gap (spin up / spin down) = 6.3 / 5.2 eV
E_LUMO (spin up / spin down) = -3.8695 / -5.0014 eV
HOMO level (spin up / spin down) = -10.2 / -10.2 eV

Geometry as ORCA input:
```
! wB97M-V def2-TZVPD RIJCOSX def2/J DEFGRID3
* xyz 1 2
In 1.4358 0.4655 -0.0677
O -2.0725 -1.6484 5.4495
C -0.9267 -2.1021 5.3007
O -0.2947 -3.0005 5.8716
C -0.1674 -1.4391 4.1503
C -0.3232 -0.0812 3.8760
C 0.3221 0.4774 2.7957
N 1.0691 -0.2778 1.9740
C 1.3083 -1.5640 2.2676
C 0.7095 -2.1690 3.3500
C 2.3112 -2.2243 1.3896
C 2.9817 -3.3759 1.7694
C 3.9784 -3.8737 0.9461
C 4.2821 -3.2136 -0.2335
C 3.5647 -2.0758 -0.5540
N 2.6016 -1.6011 0.2387
C 0.3216 1.9313 2.4778
C -0.3825 2.8549 3.2388
C -0.2765 4.2014 2.9394
C 0.5252 4.5988 1.8805
C 1.1727 3.6197 1.1514
N 1.0794 2.3193 1.4403
H -0.9756 0.4815 4.5298
H 0.8882 -3.2002 3.6231
H 2.7504 -3.8517 2.7111
H 4.5213 -4.7647 1.2322
H 5.0603 -3.5653 -0.8950
H 3.7515 -1.5220 -1.4646
H -0.9956 2.5259 4.0647
H -0.8105 4.9325 3.5315
H 0.6494 5.6405 1.6227
H 1.8070 3.8764 0.3110
Cl 1.0605 -5.2136 -1.1785
Ge 0.0678 -3.5291 -1.9161
Cl -1.4526 -3.9589 -3.2824
Cl -0.6551 -2.3330 -0.3261
F 0.7848 -3.0940 -5.4334
C 1.5232 -2.0034 -5.2931
F 2.7937 -2.2895 -5.4983
F 1.1181 -1.0723 -6.1359
S 1.3166 -1.3386 -3.5771
O 1.4315 -2.6394 -2.7321
O 2.4454 -0.5153 -3.3001
O -0.0104 -0.8150 -3.4640
C -2.9497 1.7452 1.3483
C -2.1865 2.4389 0.2245
As -1.1337 1.2054 -0.8471
C -0.4770 2.3526 -2.2981
C -1.4290 2.6470 -3.4493
C -2.5278 0.0038 -1.5215
C -3.7921 0.6660 -2.0608
H -3.4853 2.4759 1.9543
H -2.2867 1.1851 2.0080
H -3.6881 1.0452 0.9555
H -1.4999 3.1990 0.5984
H -2.8660 2.9299 -0.4743
H 0.4393 1.8922 -2.6701
H -0.1826 3.2785 -1.7939
H -1.6657 1.7394 -4.0035
H -0.9610 3.3469 -4.1419
H -2.3613 3.0971 -3.1080
H -2.7787 -0.6160 -0.6582
H -2.0673 -0.6536 -2.2511
H -4.2133 1.3918 -1.3655
H -4.5493 -0.1039 -2.2132
H -3.6286 1.1611 -3.0138
*
```

Atom charges from the natural (NBO) analysis, given in e for atoms 1 to 6:
1. In 1.143
2. O -0.702
3. C 0.713
4. O -0.695
5. C 0.042
6. C -0.219

---

Listing relative energy (zero: lowest compared OMol25 entry of this formula, charge and spin) for the structures above in their given order: 141.5, 25.2 kJ/mol.
Listing strongest force on any atom for the structures above in their given order: 0.0453, 0.0129 hartree/bohr.
Listing calculated total energy for the structures above in their given order: -699.6182, -8013.0217 Ha.